No. 1
{
  "formula": "C2H3NOS",
  "method": "ωB97M-V/def2-TZVPD",
  "de_lowest_ev": 4.541,
  "smiles": "C=NOC=S",
  "homo_energy_ev": -9.0378,
  "total_energy_ev": -16490.657,
  "species": ["S", "O", "N", "C", "C", "H", "H", "H"],
  "xyz": [[0.364, 2.422, -1.995], [-0.144, 0.451, -0.144], [0.286, -0.596, 0.636], [0.743, 1.389, -0.571], [-0.623, -1.613, 0.531], [1.577, 1.562, 0.070], [-1.710, -1.006, 0.341], [-0.492, -2.609, 1.133]],
  "lowdin_charge": [0.51, -0.25, -0.04, -0.54, 0.02, 0.05, 0.15, 0.10]
}

No. 2
{
  "formula": "C21H21Cl3N5O4V",
  "method": "ωB97M-V/def2-TZVPD",
  "total_charge": 1,
  "homo_energy_ev": [-11.4566, -11.4566],
  "spin_multiplicity": 2,
  "total_energy_ev": -101003.390,
  "species": ["V", "Cl", "Cl", "Cl", "O", "O", "O", "O", "N", "N", "N", "N", "N", "C", "C", "C", "C", "C", "C", "C", "C", "C", "C", "C", "C", "C", "C", "C", "C", "C", "C", "C", "C", "C", "H", "H", "H", "H", "H", "H", "H", "H", "H", "H", "H", "H", "H", "H", "H", "H", "H", "H", "H", "H", "H"],
  "xyz": [[10.264, 18.594, -22.008], [13.228, 21.228, -23.869], [15.920, 22.062, -23.176], [15.467, 20.186, -25.378], [12.537, 18.346, -21.898], [10.439, 19.974, -22.755], [13.947, 19.358, -20.602], [11.817, 19.421, -20.212], [15.941, 15.036, -23.755], [10.479, 22.247, -20.630], [12.814, 19.056, -20.864], [10.754, 17.344, -23.858], [8.810, 19.279, -20.545], [15.615, 16.221, -23.229], [17.045, 14.463, -23.266], [11.489, 16.225, -23.674], [10.608, 17.722, -25.136], [12.091, 15.512, -24.682], [6.820, 20.420, -19.803], [7.698, 19.999, -20.782], [11.982, 15.979, -25.981], [9.500, 23.104, -20.309], [11.206, 17.103, -26.228], [8.239, 19.362, -18.199], [17.483, 16.221, -21.721], [11.014, 24.925, -20.108], [11.727, 22.705, -20.579], [17.857, 15.005, -22.282], [9.022, 18.930, -19.253], [16.329, 16.812, -22.201], [7.096, 20.089, -18.493], [12.045, 24.022, -20.268], [9.702, 24.450, -20.069], [14.906, 20.711, -23.777], [18.107, 16.683, -20.968], [7.481, 20.251, -21.812], [8.484, 22.730, -20.276], [8.603, 19.158, -17.204], [17.344, 13.540, -23.750], [11.270, 25.957, -19.904], [12.654, 14.626, -24.428], [11.075, 17.457, -27.238], [12.488, 15.480, -26.797], [9.975, 18.472, -19.009], [11.640, 15.896, -22.652], [8.922, 25.163, -19.842], [18.777, 14.476, -22.079], [14.643, 16.602, -23.526], [5.912, 20.963, -20.022], [9.916, 18.538, -25.312], [6.441, 20.324, -17.662], [15.069, 19.930, -23.046], [12.512, 21.980, -20.757], [13.080, 24.326, -20.185], [15.945, 17.734, -21.779]],
  "lowdin_spin": [1.19, 0.00, 0.00, 0.00, -0.01, -0.24, 0.00, 0.02, 0.00, 0.00, 0.00, 0.00, 0.01, 0.00, 0.00, 0.00, 0.01, 0.00, 0.00, 0.01, 0.00, 0.00, 0.00, 0.00, 0.00, 0.00, 0.00, 0.00, 0.00, 0.00, 0.00, 0.00, 0.00, 0.00, 0.00, 0.00, 0.00, 0.00, 0.00, 0.00, 0.00, 0.00, 0.00, 0.00, 0.00, 0.00, 0.00, 0.00, 0.00, 0.00, 0.00, 0.00, 0.00, 0.00, 0.00]
}

No. 3
{
  "formula": "C47H55LaN4OP2S",
  "method": "ωB97M-V/def2-TZVPD",
  "de_lowest_ev": 0.989,
  "total_charge": 2,
  "homo_energy_ev": -11.6479,
  "total_energy_ev": -87901.016,
  "species": ["La", "S", "P", "P", "O", "N", "N", "N", "N", "C", "C", "C", "C", "C", "C", "C", "C", "C", "C", "C", "C", "C", "C", "C", "C", "C", "C", "C", "C", "C", "C", "C", "C", "C", "C", "C", "C", "C", "C", "C", "C", "C", "C", "C", "C", "C", "C", "C", "C", "C", "C", "C", "C", "C", "C", "C", "H", "H", "H", "H", "H", "H", "H", "H", "H", "H", "H", "H", "H", "H", "H", "H", "H", "H", "H", "H", "H", "H", "H", "H", "H", "H", "H", "H", "H", "H", "H", "H", "H", "H", "H", "H", "H", "H", "H", "H", "H", "H", "H", "H", "H", "H", "H", "H", "H", "H", "H", "H", "H", "H", "H"],
  "xyz": [[0.364, 0.047, -0.400], [-2.715, -1.615, 1.213], [-1.231, 1.924, -1.862], [2.242, 0.000, 1.848], [-1.263, -1.210, 1.030], [2.268, -0.377, -2.004], [-0.017, 1.841, 0.959], [-0.218, -1.368, -2.464], [2.084, -1.180, -3.005], [-2.931, -2.857, -0.102], [-4.127, -4.178, 3.998], [-0.050, 1.545, 2.311], [3.625, 2.324, 2.524], [-3.892, 2.959, -2.491], [-3.057, 1.709, -2.235], [-1.067, 1.885, 4.492], [-4.252, -3.864, -1.820], [3.790, 1.268, -1.152], [1.031, 2.923, -3.041], [0.925, 0.571, 4.305], [0.924, 0.706, 2.920], [-3.657, 0.936, -1.057], [5.053, 0.287, 2.115], [-1.670, -2.324, -4.114], [2.166, -2.275, 3.677], [-1.021, 3.459, -4.377], [5.046, 1.836, -1.119], [-3.159, -4.629, -2.199], [-0.443, 3.091, 0.557], [3.725, 0.806, 2.662], [-0.590, -2.635, -4.934], [-1.845, -3.640, -0.455], [-2.977, -4.730, 4.542], [-0.051, 1.155, 5.092], [-4.034, -3.219, 3.002], [-4.139, -2.962, -0.771], [-1.063, 3.320, -0.702], [-1.731, -4.313, 4.105], [5.895, 0.081, -2.530], [-1.962, -4.530, -1.508], [3.565, 0.106, -1.909], [0.676, -2.289, -4.514], [6.102, 1.251, -1.810], [4.642, -0.486, -2.593], [-1.429, -1.712, -2.896], [-0.679, 5.466, 1.033], [-0.363, 2.449, -3.447], [-2.781, -2.828, 2.555], [-1.503, 4.599, -1.035], [-1.354, 5.661, -0.164], [-0.224, 4.215, 1.379], [-1.060, 2.083, 3.132], [1.721, -2.634, 1.228], [-1.633, -3.353, 3.111], [0.833, -1.623, -3.287], [2.507, -1.824, 2.263], [-0.015, 1.039, 6.162], [-1.115, -5.136, -1.789], [-3.045, -5.484, 5.310], [1.670, 3.033, -3.915], [1.717, 0.023, 4.788], [-4.906, 2.649, -2.742], [1.501, 2.204, -2.365], [3.578, -1.993, 2.092], [-3.518, 3.552, -3.318], [5.846, 0.979, 2.385], [2.366, -3.340, 3.780], [-1.967, 3.093, -4.766], [1.117, -2.100, 3.905], [1.553, -2.470, -5.114], [2.097, -2.443, 0.214], [-4.648, 0.564, -1.312], [2.961, 1.745, -0.633], [-1.851, 2.319, 5.093], [-2.682, -2.546, -4.413], [5.312, -0.682, 2.533], [5.212, 2.740, -0.555], [-1.742, 6.632, -0.424], [4.351, 2.795, 3.182], [3.837, 2.642, 1.505], [3.648, 0.549, 3.727], [-0.355, 3.623, -5.222], [-5.192, -3.962, -2.340], [-1.835, 2.674, 2.667], [-5.095, -4.498, 4.351], [-3.946, 3.581, -1.601], [-4.979, -2.344, -0.494], [5.038, 0.205, 1.029], [-3.753, 1.594, -0.193], [-0.508, 6.295, 1.699], [-0.672, -2.997, 2.781], [-3.071, 1.077, -3.136], [0.326, 4.077, 2.299], [7.078, 1.709, -1.788], [-3.023, 0.092, -0.771], [-0.265, 1.503, -4.003], [-0.746, -3.119, -5.883], [2.785, -1.766, 4.410], [-0.912, -3.553, 0.082], [6.717, -0.382, -3.053], [-2.259, -1.481, -2.240], [-3.239, -5.303, -3.038], [-1.168, 4.420, -3.893], [4.462, -1.388, -3.155], [2.636, 2.682, 2.807], [-4.927, -2.784, 2.583], [1.812, -3.703, 1.419], [-0.838, -4.742, 4.533], [0.974, 3.885, -2.534], [-1.982, 4.762, -1.986], [0.661, -2.366, 1.284]],
  "lowdin_charge": [1.75, 1.08, 0.99, 1.01, -0.70, -0.07, -0.24, -0.02, 0.11, -0.37, -0.05, -0.36, -0.09, -0.10, -0.52, -0.05, -0.05, -0.07, -0.11, -0.09, -0.32, -0.13, -0.10, -0.01, -0.10, -0.09, -0.07, -0.07, -0.32, -0.52, 0.00, -0.08, -0.05, -0.06, -0.07, -0.07, -0.31, -0.05, -0.04, -0.06, -0.28, 0.04, -0.03, 0.00, -0.14, -0.05, -0.53, -0.36, -0.10, -0.06, -0.03, -0.03, -0.16, -0.07, -0.33, -0.51, 0.11, 0.12, 0.12, 0.10, 0.09, 0.09, 0.02, 0.10, 0.06, 0.09, 0.09, 0.07, 0.07, 0.13, 0.06, 0.09, 0.08, 0.12, 0.12, 0.07, 0.12, 0.11, 0.09, 0.06, 0.11, 0.09, 0.12, 0.12, 0.12, 0.08, 0.12, 0.05, 0.09, 0.12, 0.08, 0.11, 0.12, 0.12, 0.00, 0.10, 0.13, 0.08, 0.10, 0.12, 0.10, 0.12, 0.07, 0.11, 0.07, 0.11, 0.10, 0.12, 0.09, 0.08, 0.01]
}

No. 4
{
  "formula": "C2HClF2O2",
  "method": "ωB97M-V/def2-TZVPD",
  "de_lowest_ev": 4.127,
  "smiles": "O=C(OF)[C@@H](F)Cl",
  "homo_energy_ev": -11.7877,
  "total_energy_ev": -24138.528,
  "species": ["Cl", "F", "F", "O", "O", "C", "C", "H"],
  "xyz": [[-0.159, 2.066, -0.638], [3.856, -0.253, 0.118], [0.325, 0.831, 1.581], [1.681, -0.495, -1.279], [2.661, 0.185, 0.724], [0.261, 0.570, 0.258], [1.576, 0.043, -0.235], [-0.565, -0.189, 0.268]],
  "lowdin_charge": [0.69, -0.01, -0.01, 0.17, 0.07, -0.63, -0.43, 0.15]
}

No. 5
{
  "formula": "CuIZn",
  "method": "ωB97M-V/def2-TZVPD",
  "de_lowest_ev": 0.605,
  "total_charge": 3,
  "homo_energy_ev": [-25.6626, -25.5606],
  "spin_multiplicity": 2,
  "total_energy_ev": -101117.598,
  "species": ["I", "Zn", "Cu"],
  "xyz": [[0.571, 0.137, -1.315], [0.886, 1.249, 1.322], [-1.457, -1.387, -0.007]],
  "lowdin_spin": [0.97, -0.02, 0.05]
}

Copy entry 5 word for word.
{
  "formula": "CuIZn",
  "method": "ωB97M-V/def2-TZVPD",
  "de_lowest_ev": 0.605,
  "total_charge": 3,
  "homo_energy_ev": [-25.6626, -25.5606],
  "spin_multiplicity": 2,
  "total_energy_ev": -101117.598,
  "species": ["I", "Zn", "Cu"],
  "xyz": [[0.571, 0.137, -1.315], [0.886, 1.249, 1.322], [-1.457, -1.387, -0.007]],
  "lowdin_spin": [0.97, -0.02, 0.05]
}

Repeat the fifth record exactly.
{
  "formula": "CuIZn",
  "method": "ωB97M-V/def2-TZVPD",
  "de_lowest_ev": 0.605,
  "total_charge": 3,
  "homo_energy_ev": [-25.6626, -25.5606],
  "spin_multiplicity": 2,
  "total_energy_ev": -101117.598,
  "species": ["I", "Zn", "Cu"],
  "xyz": [[0.571, 0.137, -1.315], [0.886, 1.249, 1.322], [-1.457, -1.387, -0.007]],
  "lowdin_spin": [0.97, -0.02, 0.05]
}